Entry 1:
{
  "formula": "C8H18ClN5",
  "method": "the ωB97M-V functional and the def2-TZVPD basis",
  "species": ["C", "C", "C", "C", "C", "C", "C", "C", "N", "N", "N", "N", "N", "Cl", "H", "H", "H", "H", "H", "H", "H", "H", "H", "H", "H", "H", "H", "H", "H", "H", "H", "H"],
  "positions_angstrom": [[-1.397, 2.190, -1.204], [-0.980, 1.388, 0.994], [0.797, 1.069, -1.085], [2.331, 0.697, 1.326], [-1.442, -1.542, 0.344], [0.338, -2.239, -1.262], [1.454, -0.409, 0.749], [-0.458, -1.053, -0.713], [-1.536, 2.070, 0.141], [-0.326, 1.664, -1.792], [-2.346, 2.818, -1.854], [-0.868, 1.166, 2.238], [0.405, 0.032, -0.171], [1.965, 0.512, -2.382], [1.332, 1.849, -0.527], [3.061, 1.044, 0.598], [1.760, 1.550, 1.691], [2.894, 0.287, 2.164], [-2.064, -0.731, 0.721], [-2.104, -2.278, -0.108], [-0.937, -2.036, 1.170], [-0.339, -2.870, -1.832], [0.758, -2.844, -0.464], [1.131, -1.920, -1.929], [0.966, -0.969, 1.551], [2.107, -1.116, 0.225], [-1.023, -0.609, -1.536], [-0.202, 1.753, -2.796], [-3.148, 3.195, -1.360], [-2.309, 2.985, -2.853], [-1.327, 1.753, 2.938], [-0.329, 0.376, 2.589]],
  "orbital_gap_ev": [8.69, 8.69],
  "mol_weight_g_mol": 219.72,
  "charge": 2,
  "smiles": "CCN(C(C)C)[C@@H](Cl)NC(=[NH2+])N=C=[NH2+]",
  "relative_energy_kj_mol": 73.2,
  "e_tot_ev": -28543.8245
}

Entry 2:
{
  "formula": "C36H96N4O14",
  "method": "the ωB97M-V functional and the def2-TZVPD basis",
  "species": ["O", "H", "H", "O", "H", "H", "C", "O", "C", "C", "N", "C", "C", "O", "C", "H", "H", "H", "H", "H", "H", "H", "H", "H", "H", "H", "H", "H", "H", "H", "C", "O", "C", "C", "N", "C", "C", "O", "C", "H", "H", "H", "H", "H", "H", "H", "H", "H", "H", "H", "H", "H", "H", "H", "C", "O", "C", "C", "N", "C", "C", "O", "C", "H", "H", "H", "H", "H", "H", "H", "H", "H", "H", "H", "H", "H", "H", "H", "C", "O", "C", "C", "N", "C", "C", "O", "C", "H", "H", "H", "H", "H", "H", "H", "H", "H", "H", "H", "H", "H", "H", "H", "C", "C", "C", "O", "H", "H", "H", "H", "H", "H", "H", "H", "C", "C", "C", "O", "H", "H", "H", "H", "H", "H", "H", "H", "C", "C", "C", "O", "H", "H", "H", "H", "H", "H", "H", "H", "C", "C", "C", "O", "H", "H", "H", "H", "H", "H", "H", "H"],
  "positions_angstrom": [[15.784, 16.488, 9.847], [16.166, 15.719, 9.425], [14.969, 16.169, 10.235], [11.465, 16.890, 12.033], [11.418, 17.710, 12.524], [10.615, 16.475, 12.178], [17.202, 7.893, 17.056], [16.668, 9.192, 17.087], [17.057, 9.916, 15.948], [16.715, 11.353, 16.205], [15.340, 11.393, 16.655], [15.127, 12.566, 17.524], [15.411, 12.393, 19.036], [14.521, 11.377, 19.538], [14.612, 11.022, 20.899], [16.804, 7.276, 16.250], [17.044, 7.464, 18.045], [18.278, 7.824, 16.893], [16.511, 9.599, 15.060], [18.086, 9.787, 15.613], [16.899, 12.013, 15.357], [17.357, 11.771, 16.981], [15.146, 10.551, 17.178], [14.077, 12.846, 17.446], [15.690, 13.352, 17.021], [15.233, 13.353, 19.521], [16.449, 12.086, 19.170], [15.599, 10.577, 21.022], [13.826, 10.300, 21.121], [14.388, 11.855, 21.566], [15.516, 20.744, 12.304], [14.333, 20.204, 12.907], [13.088, 20.531, 12.178], [11.796, 20.355, 13.087], [11.813, 19.038, 13.775], [10.948, 19.124, 14.980], [9.415, 19.217, 14.665], [8.888, 18.036, 14.063], [7.556, 17.792, 14.324], [15.580, 20.541, 11.235], [16.411, 20.353, 12.790], [15.614, 21.829, 12.278], [12.942, 19.808, 11.376], [13.117, 21.488, 11.657], [10.824, 20.544, 12.632], [11.872, 21.177, 13.799], [12.803, 18.974, 13.961], [11.184, 19.987, 15.602], [11.108, 18.181, 15.502], [9.125, 20.052, 14.027], [8.865, 19.400, 15.588], [6.937, 18.653, 14.072], [7.363, 17.523, 15.363], [7.244, 16.930, 13.734], [16.892, 20.589, 16.797], [15.596, 20.780, 17.307], [14.555, 20.280, 16.388], [14.289, 18.738, 16.341], [13.825, 18.209, 17.575], [13.839, 16.780, 17.561], [13.974, 16.249, 19.016], [15.112, 16.755, 19.731], [15.178, 16.480, 21.120], [17.633, 20.942, 17.514], [17.096, 21.122, 15.868], [17.088, 19.545, 16.553], [14.651, 20.664, 15.373], [13.557, 20.670, 16.588], [15.212, 18.269, 16.002], [13.632, 18.536, 15.494], [14.446, 18.444, 18.336], [14.614, 16.308, 16.957], [12.919, 16.322, 17.198], [14.012, 15.160, 18.972], [13.031, 16.387, 19.545], [14.425, 17.025, 21.689], [16.163, 16.814, 21.447], [15.256, 15.410, 21.312], [9.086, 14.417, 10.827], [8.921, 14.918, 12.207], [9.177, 13.910, 13.234], [9.167, 14.688, 14.546], [9.344, 13.986, 15.853], [10.490, 13.053, 15.768], [10.834, 12.641, 17.239], [11.293, 13.834, 17.871], [11.255, 13.824, 19.298], [10.124, 14.440, 10.494], [8.620, 15.184, 10.208], [8.490, 13.512, 10.711], [10.141, 13.419, 13.101], [8.420, 13.133, 13.349], [8.234, 15.241, 14.657], [9.994, 15.388, 14.427], [9.537, 14.682, 16.560], [11.374, 13.591, 15.424], [10.338, 12.259, 15.037], [11.641, 11.909, 17.204], [10.009, 12.188, 17.787], [10.224, 13.744, 19.642], [11.703, 14.775, 19.587], [11.871, 13.031, 19.723], [15.459, 13.799, 12.742], [14.258, 14.657, 13.061], [14.611, 16.007, 13.584], [13.517, 14.934, 11.893], [16.175, 13.673, 13.555], [16.040, 14.268, 11.949], [15.057, 12.867, 12.344], [13.561, 14.132, 13.716], [14.880, 16.661, 12.755], [15.526, 15.945, 14.173], [13.858, 16.586, 14.119], [12.844, 15.577, 12.127], [12.836, 11.635, 8.166], [12.914, 12.476, 9.460], [13.137, 11.661, 10.684], [13.916, 13.404, 9.415], [13.637, 10.898, 8.130], [12.885, 12.192, 7.230], [11.938, 11.022, 8.087], [11.979, 13.020, 9.593], [14.021, 11.029, 10.609], [12.349, 10.914, 10.781], [13.086, 12.302, 11.564], [13.793, 13.837, 10.262], [16.648, 10.351, 12.265], [17.212, 10.195, 10.806], [18.503, 11.023, 10.606], [17.523, 8.835, 10.581], [15.707, 9.810, 12.364], [16.408, 11.381, 12.526], [17.374, 9.859, 12.913], [16.441, 10.470, 10.086], [18.261, 11.831, 9.916], [19.318, 10.479, 10.127], [18.886, 11.343, 11.575], [18.077, 8.512, 11.295], [19.552, 15.931, 9.167], [19.863, 14.853, 10.136], [18.832, 14.656, 11.250], [19.972, 13.637, 9.421], [18.641, 15.853, 8.574], [20.371, 16.192, 8.497], [19.398, 16.817, 9.783], [20.811, 14.940, 10.666], [17.876, 14.385, 10.803], [18.506, 15.576, 11.736], [19.066, 14.028, 12.110], [19.079, 13.297, 9.329]],
  "orbital_gap_ev": 9.29,
  "mol_weight_g_mol": 809.18,
  "smiles": "COCCNCCOC.COCCNCCOC.COCCNCCOC.COCCNCCOC.CC(C)O.CC(C)O.CC(C)O.CC(C)O.O.O",
  "relative_energy_kj_mol": 286.3,
  "e_tot_ev": -73506.4791
}

Entry 3:
{
  "formula": "C61H51Cl4F9O2",
  "method": "the ωB97M-V functional and the def2-TZVPD basis",
  "species": ["F", "C", "C", "C", "C", "C", "C", "H", "H", "H", "H", "H", "F", "C", "C", "C", "C", "C", "C", "H", "H", "H", "H", "H", "F", "C", "C", "C", "C", "C", "C", "H", "H", "H", "H", "H", "F", "C", "C", "C", "C", "C", "C", "H", "H", "H", "H", "H", "F", "C", "C", "C", "C", "C", "C", "H", "H", "H", "H", "H", "F", "C", "C", "C", "C", "C", "C", "H", "H", "H", "H", "H", "F", "C", "C", "C", "C", "C", "C", "H", "H", "H", "H", "H", "F", "C", "C", "C", "C", "C", "C", "H", "H", "H", "H", "H", "F", "C", "C", "C", "C", "C", "C", "H", "H", "H", "H", "H", "C", "C", "C", "C", "C", "C", "O", "O", "H", "H", "H", "H", "H", "H", "C", "Cl", "Cl", "Cl", "Cl"],
  "positions_angstrom": [[-4.375, 5.325, -1.482], [-4.176, 6.037, -0.343], [-3.929, 5.360, 0.920], [-3.627, 6.134, 2.052], [-3.650, 7.477, 1.885], [-4.104, 8.032, 0.754], [-4.341, 7.384, -0.420], [-3.887, 4.287, 1.031], [-3.380, 5.704, 3.011], [-3.375, 8.103, 2.720], [-4.250, 9.100, 0.813], [-4.604, 7.873, -1.347], [-4.662, -6.393, -1.763], [-3.374, -6.567, -2.178], [-2.349, -5.686, -1.990], [-1.078, -6.011, -2.578], [-0.826, -7.174, -3.278], [-1.903, -8.063, -3.406], [-3.204, -7.754, -2.876], [-2.495, -4.760, -1.454], [-0.252, -5.320, -2.493], [0.150, -7.412, -3.674], [-1.703, -8.999, -3.907], [-4.054, -8.403, -3.024], [-7.626, 3.243, 6.255], [-6.826, 2.190, 5.990], [-6.847, 1.673, 4.633], [-6.000, 0.582, 4.321], [-5.435, -0.122, 5.388], [-5.525, 0.275, 6.713], [-6.089, 1.526, 6.951], [-7.442, 2.261, 3.949], [-5.919, 0.201, 3.314], [-5.002, -1.097, 5.222], [-4.961, -0.208, 7.498], [-6.120, 1.962, 7.939], [-1.728, -0.596, 0.506], [-0.485, -0.177, 0.952], [0.557, -0.455, 0.062], [1.867, -0.003, 0.399], [2.020, 0.671, 1.591], [0.972, 1.078, 2.419], [-0.322, 0.650, 2.108], [0.569, -1.118, -0.791], [2.669, -0.210, -0.294], [3.044, 0.900, 1.846], [1.014, 1.558, 3.386], [-1.128, 0.917, 2.775], [-9.781, 1.446, 0.202], [-8.906, 0.708, -0.512], [-7.609, 1.161, -0.762], [-6.712, 0.340, -1.466], [-7.244, -0.885, -1.890], [-8.534, -1.304, -1.587], [-9.405, -0.462, -0.972], [-7.406, 2.217, -0.669], [-5.711, 0.689, -1.672], [-6.633, -1.623, -2.389], [-8.800, -2.337, -1.754], [-10.410, -0.823, -0.810], [9.181, -4.571, 5.168], [8.315, -4.022, 4.285], [8.236, -2.557, 4.317], [7.411, -1.890, 3.483], [6.486, -2.673, 2.670], [6.614, -4.020, 2.615], [7.394, -4.673, 3.492], [8.916, -2.056, 4.991], [7.440, -0.816, 3.598], [5.749, -2.187, 2.047], [5.927, -4.564, 1.984], [7.461, -5.751, 3.523], [4.170, -1.619, -4.531], [4.814, -2.732, -4.969], [5.106, -2.811, -6.271], [6.023, -3.768, -6.679], [6.581, -4.630, -5.759], [6.085, -4.634, -4.452], [5.119, -3.713, -4.066], [4.572, -2.123, -6.910], [6.344, -3.682, -7.707], [7.288, -5.341, -6.160], [6.470, -5.393, -3.787], [4.995, -3.776, -2.995], [1.227, 6.822, 4.947], [2.061, 7.179, 3.958], [3.106, 7.994, 4.331], [4.025, 8.468, 3.298], [3.807, 8.004, 1.994], [2.753, 7.227, 1.726], [1.887, 6.755, 2.698], [3.143, 8.226, 5.385], [4.752, 9.192, 3.636], [4.489, 8.251, 1.194], [2.575, 6.927, 0.703], [1.102, 6.073, 2.406], [2.687, -7.654, 3.907], [1.992, -6.510, 4.002], [1.657, -5.983, 5.229], [1.243, -4.662, 5.285], [0.983, -4.014, 4.070], [1.253, -4.587, 2.779], [1.654, -5.889, 2.792], [1.836, -6.459, 6.181], [1.131, -4.222, 6.265], [0.716, -2.968, 4.055], [0.862, -4.061, 1.921], [1.832, -6.357, 1.835], [1.608, 3.701, -6.025], [2.680, 3.157, -6.789], [3.852, 2.789, -6.143], [4.006, 2.930, -4.744], [2.846, 3.151, -3.978], [1.647, 3.621, -4.637], [0.532, 4.001, -3.864], [4.888, 2.436, -6.936], [0.702, 3.991, -6.536], [2.525, 3.075, -7.855], [4.885, 2.574, -4.228], [2.934, 2.972, -2.917], [0.673, 3.660, -2.978], [4.594, 2.170, -7.810], [-2.517, -0.242, -6.554], [-3.365, 1.353, -6.334], [-1.414, -0.049, -7.994], [-1.556, -0.543, -5.130], [-3.645, -1.602, -6.856]],
  "orbital_gap_ev": 7.97,
  "mol_weight_g_mol": 1128.87,
  "smiles": "ClC(Cl)(Cl)Cl.Oc1ccc(O)cc1.Fc1ccccc1.Fc1ccccc1.Fc1ccccc1.Fc1ccccc1.Fc1ccccc1.Fc1ccccc1.Fc1ccccc1.Fc1ccccc1.Fc1ccccc1",
  "e_tot_ev": -142720.3546
}